Record 1
{"formula": "C3H11N2S", "method": "wB97M-V/def2-TZVPD", "energy_ha": -628.2813, "spin_multiplicity": 1, "gap_ev": 10.0, "lumo_ev": -3.46, "homo_energy_ev": -13.49, "smiles": "NC[C@H]([NH3+])CS", "fmax_ev_per_a": 3.448, "charge": 1, "e_above_lowest_kcal_mol": 60.2, "symbols": ["N", "C", "C", "S", "C", "N", "H", "H", "H", "H", "H", "H", "H", "H", "H", "H", "H"], "positions_angstrom": [[-0.706865, -1.271653, -0.370820], [0.321994, -0.356158, 0.252804], [-0.276666, 0.246216, 1.423602], [-1.150154, -1.044716, 2.436378], [0.762397, 0.861922, -0.801654], [0.536922, 0.648551, -2.297284], [-0.289202, -1.798318, -1.262546], [-1.584403, -0.797824, -0.570735], [-1.042828, -2.008211, 0.328582], [1.308635, -0.821981, 0.597669], [-1.017975, 1.059541, 1.277132], [0.384449, 0.920502, 1.879293], [-0.885783, -0.395825, 3.583889], [0.315927, 1.714750, -0.244533], [1.818948, 0.985821, -0.704895], [0.248360, 1.597973, -2.488407], [1.256250, 0.459406, -3.038473]], "forces_ev_per_angstrom": [[1.4, -3.0, -1.0], [2.1, 1.1, -2.4], [-3.0, 1.0, 1.2], [0.9, 1.0, 0.6], [0.8, -2.3, 0.3], [-1.4, 1.2, 1.2], [-1.4, 1.6, 2.2], [0.2, 0.5, -0.7], [1.0, 0.8, -1.0], [-1.8, -0.5, -0.9], [-0.4, -0.8, -1.0], [1.8, -0.1, 1.5], [-0.2, -0.4, 0.1], [-0.2, 0.0, -1.8], [0.8, -0.1, 0.7], [-0.6, -0.1, -1.0], [0.0, 0.0, 2.1]]}

***

Record 2
{"formula": "C3H11N2S", "method": "wB97M-V/def2-TZVPD", "energy_ha": -628.3273, "spin_multiplicity": 1, "gap_ev": 9.5, "lumo_ev": -3.39, "homo_energy_ev": -12.85, "fmax_ev_per_a": 4.449, "charge": 1, "e_above_lowest_kcal_mol": 31.3, "symbols": ["C", "C", "C", "N", "N", "S", "H", "H", "H", "H", "H", "H", "H", "H", "H", "H", "H"], "positions_angstrom": [[1.428942, 0.298231, -1.500506], [-2.818713, 1.118179, 1.017039], [1.386101, -0.742411, 0.702075], [1.952255, -1.928806, 0.670300], [1.183903, 0.225005, -0.128224], [-1.787982, 0.340104, -0.381689], [1.674335, -0.638639, -1.942182], [0.517354, 0.646706, -2.038329], [2.272247, 0.904117, -1.789231], [-3.834435, 1.175868, 0.753889], [-2.318808, 2.060336, 1.121513], [-2.590675, 0.477851, 1.879513], [1.035691, -0.608688, 1.667990], [1.892857, -2.571033, 1.420589], [1.879639, -2.541533, -0.182011], [-2.419476, 0.888824, -1.517452], [0.546771, 0.895895, 0.246723]], "forces_ev_per_angstrom": [[-0.4, 0.2, -2.7], [2.6, -0.9, -0.7], [0.1, -0.6, 0.8], [0.1, -1.9, -4.0], [0.5, -1.0, 1.2], [-1.8, 0.6, -0.6], [0.0, -1.1, 0.0], [0.7, -0.1, 0.5], [0.2, 0.7, 0.4], [-1.2, 0.0, -0.2], [-0.4, 0.6, 0.4], [-0.4, 0.2, -0.3], [-0.7, 1.2, 1.8], [-0.2, 0.2, 1.4], [0.7, 1.4, 0.6], [0.6, -0.5, 1.4], [-0.3, 0.8, 0.1]]}

***

Record 3
{"formula": "C3H11N2S", "method": "wB97M-V/def2-TZVPD", "energy_ha": -628.2972, "spin_multiplicity": 1, "gap_ev": 9.5, "lumo_ev": -4.20, "homo_energy_ev": -13.71, "fmax_ev_per_a": 4.671, "charge": 1, "e_above_lowest_kcal_mol": 50.1, "symbols": ["C", "C", "C", "N", "N", "S", "H", "H", "H", "H", "H", "H", "H", "H", "H", "H", "H"], "positions_angstrom": [[-0.448019, 2.676732, -0.163459], [-0.373661, -2.666032, -0.130933], [0.736697, 0.522975, -0.435468], [0.447687, 1.605089, 0.245262], [-0.832985, -1.313056, 0.224301], [2.144730, -0.406917, 0.030358], [0.111705, 3.408564, -0.811868], [-1.276749, 2.227325, -0.586997], [-0.633518, 3.225418, 0.737071], [-1.099138, -3.414358, 0.011075], [-0.144267, -2.669869, -1.272116], [0.523515, -3.043670, 0.310643], [0.436073, 0.439707, -1.400958], [0.682173, 1.620152, 1.231833], [-1.655287, -1.243819, -0.410339], [-1.022234, -1.261675, 1.176307], [2.403270, 0.293426, 1.245296]], "forces_ev_per_angstrom": [[2.6, 1.3, 0.1], [1.1, 0.5, -2.9], [2.5, 0.9, 3.9], [-0.2, -1.0, 0.1], [0.3, -0.7, -3.4], [-0.2, 0.7, 1.1], [-0.8, -1.0, 0.2], [-1.9, -0.2, -1.0], [-0.7, 0.3, 0.4], [-1.2, -0.9, 0.3], [-0.4, 0.0, 1.8], [0.7, 0.4, 0.7], [-1.1, -0.4, -2.7], [0.4, 0.0, -0.3], [0.3, 0.6, 1.5], [-1.0, 0.3, 1.8], [-0.3, -0.8, -1.6]]}

***

Record 4
{"formula": "C3H11N3", "method": "wB97M-V/def2-TZVPD", "energy_ha": -285.0182, "spin_multiplicity": 1, "gap_ev": 9.6, "lumo_ev": 1.00, "homo_energy_ev": -8.63, "fmax_ev_per_a": 4.004, "e_above_lowest_kcal_mol": 100.1, "symbols": ["C", "C", "C", "N", "N", "N", "H", "H", "H", "H", "H", "H", "H", "H", "H", "H", "H"], "positions_angstrom": [[1.453426, -1.349435, 1.677948], [0.169027, 1.952759, -0.333654], [0.082880, -2.095117, 1.413443], [-1.993076, 0.719637, -2.989067], [-1.359519, 1.377378, -2.134290], [-0.522782, 1.018553, -1.220330], [2.271395, -1.915706, 1.974820], [1.706696, -0.967378, 0.781557], [1.174798, -0.688372, 2.440412], [1.325787, 1.824609, -0.434545], [0.027362, 3.080793, -0.578662], [-0.196218, 1.761329, 0.654910], [0.016836, -2.888885, 2.130693], [-0.760321, -1.500861, 1.532055], [0.122119, -2.468101, 0.417832], [-1.966690, -0.258400, -3.073025], [-1.551722, 2.397196, -2.260097]], "forces_ev_per_angstrom": [[-3.6, -1.4, 0.9], [0.9, 1.8, -2.2], [3.0, -0.9, 0.5], [-1.6, 2.0, -1.4], [1.9, 0.9, 1.7], [-0.4, -1.0, -0.8], [1.1, -1.6, 0.8], [0.9, 2.2, -2.7], [0.4, 1.6, 0.9], [-2.1, -0.2, 0.4], [-0.2, -1.6, 0.3], [0.2, 0.0, 0.7], [-0.3, -0.7, 0.2], [-1.3, 1.4, 0.1], [-0.3, -0.6, -0.7], [1.1, -1.5, 1.1], [0.2, -0.5, 0.3]]}

***

Record 5
{"formula": "C3H11N3", "method": "wB97M-V/def2-TZVPD", "energy_ha": -285.1221, "spin_multiplicity": 1, "gap_ev": 9.5, "lumo_ev": 1.01, "homo_energy_ev": -8.52, "smiles": "CC(C)(N)NN", "fmax_ev_per_a": 3.660, "e_above_lowest_kcal_mol": 35.0, "symbols": ["C", "C", "C", "N", "N", "N", "H", "H", "H", "H", "H", "H", "H", "H", "H", "H", "H"], "positions_angstrom": [[-0.298390, 0.192333, -0.213975], [-1.185577, 0.175383, 1.034509], [-0.135886, -1.217961, -0.770175], [1.192481, 0.765943, 0.000158], [-0.925535, 1.016370, -1.216649], [2.134718, -0.030702, 0.645270], [0.811578, 1.463727, 0.656520], [-1.041785, 1.966815, -0.885479], [-0.353228, 1.046393, -2.051484], [2.509111, -0.727612, 0.008855], [1.815050, -0.481099, 1.506997], [-1.331275, 1.187986, 1.410130], [-0.723306, -0.418562, 1.822553], [-2.161302, -0.244761, 0.797605], [0.526585, -1.210910, -1.633905], [-1.106439, -1.591115, -1.092977], [0.273201, -1.892228, -0.017953]], "forces_ev_per_angstrom": [[1.3, -1.0, -0.9], [0.7, 0.2, -0.1], [-0.2, 0.1, 0.1], [-3.6, 0.4, 0.2], [-0.1, 0.1, 0.2], [0.4, -0.4, 0.8], [1.7, 0.3, -0.1], [0.0, 0.1, 0.0], [0.1, 0.1, 0.0], [-0.2, 0.3, 0.1], [0.0, 0.0, -0.4], [-0.1, 0.1, 0.1], [0.0, 0.0, 0.1], [0.0, 0.0, 0.0], [0.1, 0.0, -0.1], [0.0, -0.1, 0.0], [0.0, 0.0, 0.0]]}

***

Record 6
{"formula": "C3H11N3", "method": "wB97M-V/def2-TZVPD", "energy_ha": -284.9123, "spin_multiplicity": 1, "gap_ev": 9.6, "lumo_ev": 0.87, "homo_energy_ev": -8.72, "fmax_ev_per_a": 6.306, "e_above_lowest_kcal_mol": 166.6, "symbols": ["C", "C", "C", "H", "H", "H", "H", "H", "H", "H", "H", "H", "H", "H", "N", "N", "N"], "positions_angstrom": [[2.068912, -0.891267, 0.027693], [-0.027807, 0.449284, 0.275500], [-1.981175, -0.819486, 0.065198], [2.018950, -2.216460, -0.257835], [2.317824, -0.724674, 1.170627], [2.900853, -0.090312, -0.849218], [0.578037, -0.620242, -1.064723], [-0.238895, 0.104163, 1.366697], [-0.004685, 2.477565, -0.074303], [1.517264, 1.771045, 0.560527], [-1.678581, 1.078474, -1.072383], [-2.608560, -0.663971, 1.194788], [-2.845304, -1.149617, -0.814372], [-1.239480, -1.932759, -0.004327], [0.602992, -0.820788, -0.144608], [0.783298, 1.655988, -0.100907], [-1.540147, 0.527028, -0.092460]], "forces_ev_per_angstrom": [[0.9, -2.4, -0.4], [-1.4, -0.7, 2.9], [-5.0, -3.9, 0.4], [1.7, 4.1, 0.9], [-0.1, -0.4, -2.4], [-2.7, -2.6, 2.9], [-0.5, -0.4, -4.8], [1.1, 1.9, -0.7], [3.1, -2.2, 0.3], [0.4, 0.6, 0.7], [0.5, -2.5, 2.5], [1.7, -1.6, -3.2], [2.2, 1.3, 2.7], [-2.0, 4.2, 0.5], [1.2, 2.2, 1.6], [-5.2, 0.5, -0.4], [4.0, 2.0, -3.4]]}

***

Record 7
{"formula": "C3H11N3", "method": "wB97M-V/def2-TZVPD", "energy_ha": -285.1133, "spin_multiplicity": 1, "gap_ev": 9.8, "lumo_ev": 1.01, "homo_energy_ev": -8.83, "smiles": "[H]/N=C/N.CNC", "fmax_ev_per_a": 2.586, "e_above_lowest_kcal_mol": 40.5, "symbols": ["C", "N", "C", "H", "H", "H", "H", "H", "H", "H", "N", "C", "N", "H", "H", "H", "H"], "positions_angstrom": [[-0.579762, -0.313516, 0.977293], [-1.565469, -0.564956, -0.068665], [-2.318941, -1.812676, 0.085734], [-0.866716, -0.897193, 1.865502], [-0.495766, 0.742650, 1.206646], [0.345581, -0.747339, 0.605889], [-2.233090, 0.175688, -0.230023], [-2.648186, -1.908251, 1.127828], [-3.121934, -1.804118, -0.641344], [-1.617562, -2.647472, -0.031367], [2.102466, 0.312712, -1.102426], [2.448604, 1.515058, -0.472063], [2.060540, 2.656817, -0.911121], [1.278548, -0.051892, -0.638985], [2.023161, 0.487152, -2.091307], [2.750935, 1.503469, 0.583682], [2.437594, 3.353866, -0.265274]], "forces_ev_per_angstrom": [[-0.9, -1.0, -0.5], [-0.6, 0.1, -0.6], [1.4, 0.5, 0.6], [0.2, 0.4, 0.2], [0.2, 0.1, 0.0], [0.4, 0.1, 0.5], [0.3, 0.2, 0.3], [-0.6, -0.1, -0.1], [-0.1, -0.4, 0.1], [-0.3, -0.1, -0.5], [1.2, 0.5, 0.5], [-2.1, 1.2, 0.8], [1.3, -0.5, -0.3], [0.1, -0.3, -0.6], [-0.7, -0.2, -0.1], [0.6, -0.8, -0.3], [-0.3, 0.1, -0.2]]}

***

Record 8
{"formula": "C3H11N3O", "method": "wB97M-V/def2-TZVPD", "energy_ha": -360.3877, "spin_multiplicity": 1, "gap_ev": 8.7, "lumo_ev": 0.73, "homo_energy_ev": -8.01, "smiles": "[H]/N=C(\\N)NCC.O", "fmax_ev_per_a": 1.534, "e_above_lowest_kcal_mol": 31.2, "symbols": ["C", "C", "N", "C", "N", "N", "H", "H", "H", "H", "H", "H", "H", "H", "H", "H", "H", "O"], "positions_angstrom": [[-0.133067, 0.020471, 2.750079], [0.602965, -0.195666, 1.450217], [-0.148306, -1.092283, 0.562585], [0.114728, -1.182198, -0.776960], [1.407485, -0.876764, -1.139750], [-0.795503, -1.492962, -1.647177], [-0.189795, -0.885801, 3.354203], [0.422408, 0.760004, 3.330689], [-1.137898, 0.431072, 2.661704], [1.530119, -0.715561, 1.697951], [0.821726, 0.776295, 1.002415], [-1.150837, -0.978994, 0.667679], [2.007831, -0.353318, -0.504599], [1.504028, -0.573349, -2.095053], [-0.566167, -2.357990, -2.136064], [-1.740481, 3.797653, -0.572942], [-1.343367, 3.540249, -1.999639], [-0.961195, 3.709452, -1.131728]], "forces_ev_per_angstrom": [[0.1, 0.3, 0.7], [-0.1, -0.6, 0.1], [-0.6, 1.3, 0.1], [0.4, 0.2, -0.8], [0.7, 0.2, 0.3], [-0.3, -1.0, 1.1], [0.0, -0.1, -0.1], [0.0, -0.1, 0.1], [-0.1, -0.1, -0.4], [0.2, 0.3, -0.1], [0.0, 0.0, -0.2], [0.0, -0.5, 0.1], [-0.3, -0.4, -0.2], [-0.1, -0.2, 0.0], [0.2, 0.8, -0.6], [0.1, 0.0, 0.1], [0.2, 0.0, -0.1], [-0.3, 0.0, 0.0]]}